No. 1
Computed, not measured: 2 unconnected molecules or ions with the total composition C3H5Br, with wB97M-V/def2-TZVPD.

Properties
* LUMO energy (spin up / spin down): -0.29 / -0.29 eV
* E_HOMO (spin up / spin down): -9.275 / -9.276 eV
* energy above the lowest of the compared OMol25 structures with the same formula, charge and spin: 3.544 eV
* calculated total energy: -73230.0834 eV

Positions of all 9 atoms, in Å:
1 C -0.05264 0.94342 0.05054
2 C -0.15615 -0.35275 0.83015
3 C 0.22572 -0.34881 -0.59340
4 Br 1.85983 -0.90022 -1.30833
5 H -0.95675 1.48254 -0.18839
6 H 0.79565 1.58789 0.24372
7 H 0.59875 -0.58545 1.57007
8 H -1.14124 -0.70654 1.09654
9 H -1.17317 -1.12009 -1.70092

Atom charges from the natural (NBO) analysis, given in e for atoms 1 to 6: C -0.478; C -0.476; C -0.151; Br 0.103; H 0.237; H 0.228

=====

No. 2
Computed, not measured: 2 unconnected molecules or ions with the total composition C3H5Br, with wB97M-V/def2-TZVPD.

Properties
* LUMO energy: -0.56 eV
* E_HOMO: -10.035 eV
* energy above the lowest of the compared OMol25 structures with the same formula, charge and spin: 3.681 eV
* calculated total energy: -73229.9464 eV

Positions of all 9 atoms, in Å:
1 C -2.70901 -1.25204 2.26162
2 C -1.44957 -1.32268 2.28940
3 C 0.98141 0.60281 -0.48392
4 Br 0.21604 0.19669 -2.14412
5 H -3.31147 -2.02210 1.88747
6 H -3.45693 -0.55688 2.68028
7 H 1.49638 -0.28654 -0.09273
8 H 1.68239 1.44989 -0.43319
9 H 0.32002 0.79015 0.35252

Atom charges from the natural (NBO) analysis, given in e for atoms 1 to 6: C -0.844; C 0.246; C -0.707; Br 0.034; H 0.297; H 0.301